(1)
{
  "formula": "C21H25N3O4S",
  "method": "ωB97M-V with the def2-TZVPD basis set",
  "relative_energy_ev": 2.283,
  "smiles": "O=C(Nc1ccc(N2CCOCC2)cc1)c1cccc(S(=O)(=O)N2CCCC2)c1",
  "spin_multiplicity": 1,
  "homo_energy_ev": -7.39,
  "species": ["O", "C", "N", "C", "C", "C", "C", "N", "C", "C", "O", "C", "C", "C", "C", "C", "C", "C", "C", "C", "S", "O", "O", "N", "C", "C", "C", "C", "C", "H", "H", "H", "H", "H", "H", "H", "H", "H", "H", "H", "H", "H", "H", "H", "H", "H", "H", "H", "H", "H", "H", "H", "H", "H"],
  "coordinates": [[-0.32, -3.43, 0.12], [0.24, -2.35, 0.06], [-0.40, -1.16, -0.10], [-1.77, -0.90, -0.18], [-2.75, -1.89, -0.10], [-4.08, -1.56, -0.18], [-4.51, -0.24, -0.34], [-5.86, 0.04, -0.48], [-6.83, -0.60, 0.40], [-7.07, 0.28, 1.64], [-7.51, 1.57, 1.28], [-6.57, 2.21, 0.44], [-6.32, 1.37, -0.82], [-3.52, 0.74, -0.43], [-2.18, 0.42, -0.36], [1.73, -2.25, 0.13], [2.46, -3.40, -0.17], [3.84, -3.41, -0.11], [4.52, -2.26, 0.25], [3.80, -1.12, 0.56], [4.67, 0.37, 1.05], [3.73, 1.46, 1.03], [5.40, 0.12, 2.26], [5.79, 0.47, -0.21], [6.97, 1.24, 0.12], [6.59, 2.70, -0.16], [5.50, 2.61, -1.24], [5.23, 1.10, -1.39], [2.42, -1.10, 0.50], [0.18, -0.34, -0.18], [-2.45, -2.92, 0.02], [-4.81, -2.36, -0.15], [-6.48, -1.58, 0.71], [-7.77, -0.71, -0.15], [-7.85, -0.15, 2.27], [-6.13, 0.34, 2.22], [-7.00, 3.18, 0.18], [-5.62, 2.36, 0.98], [-5.62, 1.85, -1.49], [-7.28, 1.25, -1.35], [-3.78, 1.78, -0.55], [-1.44, 1.20, -0.43], [1.91, -4.29, -0.44], [4.39, -4.31, -0.34], [5.60, -2.22, 0.31], [7.79, 0.91, -0.53], [7.23, 1.05, 1.16], [6.19, 3.15, 0.74], [7.45, 3.28, -0.49], [4.60, 3.12, -0.92], [5.83, 3.04, -2.19], [5.74, 0.69, -2.27], [4.17, 0.86, -1.45], [1.93, -0.18, 0.79]],
  "nbo_charge": [-0.6080, 0.6433, -0.5816, 0.1056, -0.2087, -0.2425, 0.1537, -0.4311, -0.2371, -0.0847, -0.5250, -0.0860, -0.2445, -0.2233, -0.2231, -0.0664, -0.1562, -0.2137, -0.1552, -0.3299, 2.3045, -0.9529, -0.9312, -0.6590, -0.2395, -0.4291, -0.4300, -0.2363, -0.2057, 0.3986, 0.2555, 0.2119, 0.2128, 0.1983, 0.1951, 0.1650, 0.1949, 0.1639, 0.2115, 0.2029, 0.2036, 0.2028, 0.2418, 0.2235, 0.2382, 0.1986, 0.2424, 0.2189, 0.2157, 0.2272, 0.2114, 0.2023, 0.2199, 0.2369]
}

=====

(2)
{
  "formula": "C28H35AuBN10OS",
  "method": "ωB97M-V with the def2-TZVPD basis set",
  "total_charge": 2,
  "s_squared": 0.982,
  "spin_multiplicity": 2,
  "homo_energy_ev": [-13.78, -13.78],
  "species": ["Au", "C", "C", "C", "C", "N", "N", "B", "N", "C", "C", "C", "C", "N", "N", "C", "C", "C", "C", "N", "N", "C", "C", "C", "C", "N", "H", "H", "H", "H", "H", "H", "H", "H", "H", "H", "H", "H", "H", "H", "H", "H", "H", "H", "H", "H", "C", "C", "N", "C", "C", "C", "S", "N", "C", "O", "C", "C", "C", "C", "C", "C", "H", "H", "H", "H", "H", "H", "H", "H", "H", "H", "H", "H", "H", "H", "H"],
  "coordinates": [[0.76, 0.22, 0.91], [-1.50, 3.21, 2.03], [-2.01, 1.85, 1.73], [-3.34, 1.44, 1.61], [-3.31, 0.06, 1.51], [-2.03, -0.35, 1.54], [-1.25, 0.75, 1.68], [-1.49, -1.76, 1.94], [-0.47, -1.53, 3.09], [-0.25, -2.14, 4.26], [0.91, -1.64, 4.82], [1.40, -0.71, 3.91], [2.63, 0.14, 3.98], [0.54, -0.66, 2.89], [-0.66, -2.44, 0.82], [-0.72, -3.69, 0.32], [0.50, -4.02, -0.21], [1.34, -2.92, 0.01], [2.81, -2.85, -0.18], [0.60, -1.98, 0.61], [-2.69, -2.58, 2.36], [-3.38, -2.55, 3.54], [-4.59, -3.14, 3.33], [-4.59, -3.50, 1.95], [-5.69, -4.13, 1.17], [-3.45, -3.13, 1.39], [-1.75, 3.92, 1.23], [-0.42, 3.21, 2.19], [-1.98, 3.57, 2.94], [-4.21, 2.07, 1.64], [-4.12, -0.65, 1.43], [-0.92, -2.91, 4.62], [1.36, -1.93, 5.76], [3.11, 0.02, 4.94], [2.38, 1.19, 3.84], [3.34, -0.15, 3.20], [-1.64, -4.25, 0.38], [0.79, -4.95, -0.67], [3.11, -3.41, -1.06], [3.30, -3.32, 0.68], [3.18, -1.83, -0.25], [-2.98, -2.10, 4.43], [-5.37, -3.33, 4.05], [-6.23, -4.86, 1.77], [-5.30, -4.61, 0.27], [-6.41, -3.37, 0.86], [0.74, 4.09, -4.44], [1.75, 4.36, -3.33], [1.23, 4.04, -1.98], [0.48, 5.07, -1.26], [-1.03, 4.91, -1.40], [1.39, 2.83, -1.48], [0.90, 2.62, 0.18], [1.92, 1.88, -2.23], [2.14, 0.62, -1.95], [1.94, -0.01, -0.85], [2.67, -0.19, -3.08], [3.54, 0.40, -3.99], [4.05, -0.35, -5.04], [3.68, -1.68, -5.18], [2.79, -2.27, -4.28], [2.30, -1.53, -3.22], [1.22, 4.26, -5.41], [-0.11, 4.76, -4.38], [0.39, 3.06, -4.41], [2.04, 5.41, -3.32], [2.64, 3.76, -3.49], [0.79, 6.04, -1.66], [0.76, 5.04, -0.21], [-1.35, 5.02, -2.44], [-1.53, 5.68, -0.82], [-1.36, 3.93, -1.05], [3.82, 1.43, -3.87], [4.72, 0.10, -5.75], [4.08, -2.27, -5.99], [2.49, -3.30, -4.40], [1.59, -1.97, -2.52]],
  "mulliken_spin": [0.3879, -0.0078, 0.0091, 0.0208, 0.0095, -0.0169, 0.2834, 0.0159, -0.0020, -0.0042, 0.0263, -0.0102, 0.0132, 0.3624, -0.0026, -0.0015, 0.0203, 0.0048, -0.0022, 0.2422, 0.0031, -0.0004, 0.0000, -0.0001, -0.0001, 0.0003, 0.0004, 0.0033, -0.0030, 0.0014, 0.0013, -0.0005, 0.0036, -0.0010, -0.0029, -0.0038, -0.0005, 0.0024, -0.0008, -0.0017, 0.0028, 0.0002, 0.0000, 0.0000, 0.0000, 0.0000, 0.0005, 0.0001, 0.0062, -0.0199, 0.0058, 0.0211, -0.3002, -0.0066, 0.0041, -0.0475, -0.0188, 0.0018, -0.0018, 0.0012, 0.0006, 0.0006, 0.0002, -0.0001, 0.0000, -0.0005, -0.0001, -0.0019, 0.0084, -0.0002, 0.0000, -0.0005, -0.0006, -0.0001, 0.0000, 0.0000, -0.0040]
}

=====

(3)
{
  "formula": "C32H30IrN3O5PS",
  "method": "ωB97M-V with the def2-TZVPD basis set",
  "total_charge": 3,
  "relative_energy_ev": 4.527,
  "spin_multiplicity": 1,
  "homo_energy_ev": [-15.58, -15.58],
  "species": ["Ir", "O", "C", "O", "C", "C", "C", "C", "C", "N", "C", "O", "O", "H", "H", "H", "H", "H", "N", "P", "C", "C", "C", "C", "C", "C", "C", "C", "C", "C", "C", "C", "C", "C", "C", "C", "C", "N", "H", "H", "H", "H", "H", "H", "H", "H", "H", "H", "H", "H", "H", "H", "H", "C", "C", "C", "C", "C", "C", "C", "S", "C", "O", "H", "H", "H", "H", "H", "H", "H", "H", "H", "H"],
  "coordinates": [[-1.00, -1.19, -0.86], [0.41, -1.98, 3.78], [0.01, -1.43, 2.60], [1.04, -1.67, 1.59], [-1.31, -2.07, 2.20], [-2.04, -2.79, 3.14], [-3.37, -3.08, 2.90], [-3.97, -2.52, 1.77], [-3.18, -1.83, 0.88], [-1.83, -1.70, 1.03], [-3.72, -1.03, -0.25], [-4.99, -0.88, -0.46], [-2.93, -0.41, -0.98], [1.19, -1.54, 4.14], [-1.56, -3.09, 4.06], [-3.95, -3.66, 3.61], [-5.03, -2.65, 1.62], [-5.57, -1.35, 0.15], [2.13, -0.63, -0.50], [1.70, -0.32, 1.05], [3.06, 0.17, 2.04], [3.96, -0.81, 2.50], [5.04, -0.42, 3.27], [5.23, 0.93, 3.57], [4.34, 1.90, 3.11], [3.25, 1.52, 2.34], [0.28, 0.69, 1.35], [-0.22, 0.15, 2.66], [-1.59, 0.62, 3.00], [-2.25, 1.50, 2.22], [-1.70, 1.99, 1.01], [-0.44, 1.54, 0.57], [1.94, -1.92, -1.06], [3.00, -2.65, -1.57], [2.75, -3.90, -2.10], [1.45, -4.39, -2.08], [0.45, -3.60, -1.56], [0.68, -2.36, -1.07], [2.98, -0.16, -0.81], [3.81, -1.86, 2.27], [5.73, -1.16, 3.64], [6.08, 1.23, 4.17], [4.50, 2.94, 3.35], [2.55, 2.27, 1.99], [0.44, 0.47, 3.49], [-2.00, 0.31, 3.96], [-3.22, 1.87, 2.54], [-2.25, 2.68, 0.40], [-0.06, 1.88, -0.39], [4.00, -2.24, -1.54], [3.56, -4.48, -2.52], [1.21, -5.37, -2.47], [-0.57, -3.93, -1.54], [-0.01, 5.68, -2.54], [-0.25, 4.23, -2.82], [-1.55, 3.71, -2.80], [-1.80, 2.39, -3.11], [-0.74, 1.56, -3.45], [0.56, 2.05, -3.49], [0.80, 3.38, -3.16], [-0.90, -0.10, -4.03], [-2.65, -0.25, -4.38], [-0.67, -1.11, -2.86], [-0.56, 6.02, -1.66], [-0.36, 6.28, -3.39], [1.05, 5.90, -2.40], [-2.38, 4.37, -2.56], [-2.82, 2.03, -3.11], [1.38, 1.42, -3.82], [1.81, 3.77, -3.22], [-3.23, -0.15, -3.47], [-2.78, -1.24, -4.82], [-2.91, 0.51, -5.11]],
  "lowdin_charge": [1.1439, 0.1086, -0.4227, -0.1205, -0.1444, 0.0667, 0.0387, 0.0546, -0.1571, 0.0376, -0.4155, 0.2323, -0.0589, 0.1455, 0.1433, 0.1431, 0.1377, 0.1462, 0.0059, 0.9123, -0.2989, -0.0537, -0.0278, -0.0077, -0.0302, -0.0584, -0.1619, -0.1575, 0.0383, -0.0181, 0.0274, -0.0617, -0.3435, 0.0265, 0.0054, -0.0029, -0.0862, -0.0877, 0.1404, 0.1231, 0.1290, 0.1319, 0.1278, 0.1164, 0.1901, 0.1485, 0.1351, 0.1304, 0.1144, 0.1324, 0.1355, 0.1310, 0.1211, -0.0233, -0.2451, -0.0203, -0.0651, -0.4178, -0.0824, -0.0194, 1.0711, -0.2087, -0.6687, 0.0907, 0.1060, 0.0867, 0.1309, 0.1111, 0.1170, 0.1262, 0.0451, 0.0740, 0.0861]
}

=====

(4)
{
  "formula": "C22H33BBrClInN2O13",
  "method": "ωB97M-V with the def2-TZVPD basis set",
  "total_charge": -1,
  "spin_multiplicity": 1,
  "homo_energy_ev": -4.81,
  "species": ["C", "C", "Br", "C", "In", "Cl", "B", "O", "N", "C", "C", "C", "C", "C", "N", "C", "C", "H", "H", "H", "H", "H", "H", "H", "H", "H", "H", "H", "H", "H", "H", "H", "H", "H", "C", "C", "O", "C", "O", "O", "H", "H", "H", "H", "C", "C", "O", "C", "O", "O", "H", "H", "H", "H", "C", "C", "O", "C", "O", "O", "H", "H", "H", "H", "C", "C", "O", "C", "O", "O", "H", "H", "H", "H"],
  "coordinates": [[2.09, 4.08, 2.35], [0.66, 4.81, 2.32], [-0.74, 3.84, 3.40], [0.14, 5.23, 0.88], [-0.47, 3.55, -0.48], [0.28, 4.23, -2.79], [-2.72, 3.22, -0.66], [-3.24, 1.85, -0.56], [-3.66, 4.40, -0.91], [-4.20, 4.27, -2.32], [-4.80, 4.39, 0.07], [0.51, 1.55, -0.10], [0.82, 0.51, -1.23], [1.49, -0.85, -1.04], [1.92, -1.27, 0.24], [1.66, -0.36, 1.29], [0.98, 1.01, 1.30], [2.35, 3.56, 1.36], [2.14, 3.37, 3.25], [2.88, 4.90, 2.53], [0.82, 5.80, 2.91], [0.90, 5.91, 0.36], [-0.80, 5.88, 1.04], [-3.15, 1.48, -1.47], [-3.45, 4.62, -3.11], [-4.38, 3.14, -2.52], [-5.16, 4.86, -2.49], [-5.82, 4.48, -0.47], [-4.83, 3.43, 0.70], [-4.71, 5.34, 0.71], [0.51, 0.80, -2.30], [1.62, -1.52, -1.96], [2.03, -0.72, 2.33], [0.80, 1.62, 2.24], [-3.36, -0.46, 4.33], [-2.86, 0.87, 3.85], [-3.01, 1.70, 4.99], [-3.01, 0.89, 6.08], [-2.95, 1.28, 7.21], [-3.08, -0.42, 5.72], [-2.85, -1.30, 3.85], [-4.44, -0.58, 4.19], [-1.80, 0.84, 3.57], [-3.44, 1.25, 3.01], [-2.11, -3.06, 7.05], [-0.71, -3.19, 7.59], [-0.24, -4.38, 6.97], [-0.98, -4.56, 5.84], [-0.73, -5.38, 5.00], [-2.02, -3.70, 5.78], [-2.42, -2.02, 6.94], [-2.84, -3.58, 7.67], [-0.07, -2.36, 7.28], [-0.69, -3.27, 8.67], [2.05, -4.99, -4.81], [3.11, -4.46, -3.89], [2.64, -3.16, -3.58], [1.29, -3.16, -3.77], [0.56, -2.27, -3.44], [0.88, -4.31, -4.38], [1.93, -6.07, -4.72], [2.24, -4.75, -5.86], [3.19, -5.04, -2.97], [4.09, -4.42, -4.37], [4.74, -2.10, -7.14], [4.66, -2.19, -8.64], [5.42, -3.35, -8.93], [5.43, -4.13, -7.81], [5.84, -5.25, -7.77], [4.90, -3.46, -6.75], [3.84, -1.67, -6.70], [5.61, -1.53, -6.81], [3.63, -2.35, -8.99], [5.07, -1.32, -9.13]],
  "lowdin_charge": [-0.1673, -0.7761, 0.6135, -0.3480, 0.4676, -0.2011, -0.5178, -0.0487, -0.1991, -0.1195, -0.1230, -0.1965, -0.0886, -0.1320, -0.0302, -0.1871, -0.1025, 0.0769, 0.0667, 0.0759, 0.0776, 0.0507, 0.0461, 0.0899, 0.0913, 0.0837, 0.0823, 0.0831, 0.0810, 0.0858, 0.0749, 0.0634, 0.0820, 0.0247, -0.1174, -0.1429, 0.0400, -0.5434, 0.1476, 0.0192, 0.1401, 0.1358, 0.1168, 0.1399, -0.1333, -0.1293, 0.0591, -0.5481, 0.1548, 0.0619, 0.1113, 0.1364, 0.1377, 0.1333, -0.1318, -0.1289, 0.0597, -0.5385, 0.1408, 0.0665, 0.1349, 0.1276, 0.1389, 0.1246, -0.1244, -0.1314, 0.0636, -0.5492, 0.1553, 0.0429, 0.1400, 0.1385, 0.1357, 0.1360]
}

=====

(5)
{
  "formula": "C3H5N2",
  "method": "ωB97M-V with the def2-TZVPD basis set",
  "total_charge": 1,
  "relative_energy_ev": 4.018,
  "smiles": "C=[NH+]CC#N",
  "spin_multiplicity": 1,
  "homo_energy_ev": -17.02,
  "species": ["C", "N", "C", "C", "N", "H", "H", "H", "H", "H"],
  "coordinates": [[-0.41, -1.28, 0.01], [-0.78, -0.03, -0.09], [0.17, 1.12, 0.00], [1.40, 0.49, 0.01], [1.85, -0.56, -0.06], [-1.11, -2.15, 0.11], [0.74, -1.57, 0.10], [-1.82, 0.34, -0.12], [-0.06, 1.71, 0.87], [0.01, 1.94, -0.83]],
  "nbo_charge": [0.1203, -0.4419, -0.3530, 0.3136, -0.2718, 0.2591, 0.2970, 0.4813, 0.2891, 0.3064]
}

=====

(6)
{
  "formula": "C3H6ClNO2S",
  "method": "ωB97M-V with the def2-TZVPD basis set",
  "relative_energy_ev": 1.195,
  "spin_multiplicity": 1,
  "homo_energy_ev": -7.14,
  "species": ["C", "C", "C", "N", "O", "O", "S", "Cl", "H", "H", "H", "H", "H", "H"],
  "coordinates": [[3.60, -0.78, 0.50], [-0.57, 0.29, -0.14], [0.70, 1.00, 0.29], [-0.09, -1.07, -0.53], [4.53, -0.12, 0.49], [2.69, -1.48, 0.52], [0.28, 2.69, 0.68], [1.75, 0.94, -1.35], [-1.25, 0.24, 0.71], [-1.10, 0.71, -1.00], [0.37, -1.51, 0.28], [0.70, -0.79, -1.19], [-0.80, -1.66, -0.96], [1.22, 2.84, 1.62]],
  "nbo_charge": [1.0572, -0.3202, -0.4938, -0.7233, -0.4936, -0.5645, -0.0326, -0.2708, 0.2293, 0.1768, 0.4465, 0.4518, 0.4141, 0.1231]
}

=====

(7)
{
  "formula": "H24O12",
  "method": "ωB97M-V with the def2-TZVPD basis set",
  "relative_energy_ev": 6.810,
  "smiles": "O.O.O.O.O.O.O.O.O.O.O.O",
  "spin_multiplicity": 1,
  "homo_energy_ev": -9.01,
  "species": ["O", "H", "H", "O", "H", "H", "O", "H", "H", "O", "H", "H", "O", "H", "H", "O", "H", "H", "O", "H", "H", "O", "H", "H", "O", "H", "H", "O", "H", "H", "O", "H", "H", "O", "H", "H"],
  "coordinates": [[-0.45, -0.13, -0.82], [0.09, -0.15, -0.03], [-0.98, -0.93, -0.76], [-4.38, -4.92, -1.58], [-3.67, -4.28, -1.52], [-5.18, -4.39, -1.60], [3.06, -0.33, 3.14], [3.98, -0.43, 2.86], [3.11, -0.36, 4.10], [-2.11, 0.53, -3.61], [-1.33, 0.09, -3.24], [-1.84, 1.46, -3.69], [2.75, -0.03, -1.85], [2.53, 0.87, -2.10], [2.54, -0.55, -2.64], [-3.43, 3.15, -0.19], [-4.32, 3.51, -0.15], [-2.92, 3.83, -0.64], [-2.71, -3.10, 3.45], [-2.11, -3.74, 3.85], [-2.21, -2.74, 2.71], [1.03, 3.33, -3.17], [0.93, 2.44, -3.52], [0.24, 3.46, -2.63], [2.11, -1.81, 2.41], [2.57, -1.48, 1.63], [2.67, -2.53, 2.73], [1.19, -1.70, -0.83], [1.44, -1.28, 0.00], [0.27, -1.95, -0.69], [2.74, 1.07, 0.22], [3.08, 0.92, 1.10], [2.22, 1.87, 0.29], [-0.10, 3.54, 2.59], [0.22, 3.14, 1.77], [-1.05, 3.63, 2.44]],
  "nbo_charge": [-0.9138, 0.4703, 0.4451, -0.9334, 0.4644, 0.4690, -0.9363, 0.4554, 0.4789, -0.9358, 0.4742, 0.4617, -0.9221, 0.4602, 0.4605, -0.9344, 0.4712, 0.4636, -0.9343, 0.4684, 0.4659, -0.9329, 0.4672, 0.4661, -0.9123, 0.4553, 0.4617, -0.8972, 0.4543, 0.4361, -0.9389, 0.4774, 0.4642, -0.9344, 0.4607, 0.4739]
}

=====

(8)
{
  "formula": "H14O6S2",
  "method": "ωB97M-V with the def2-TZVPD basis set",
  "relative_energy_ev": 1.430,
  "smiles": "SS.O.O.O.O.O.O",
  "spin_multiplicity": 1,
  "homo_energy_ev": -10.22,
  "species": ["S", "S", "H", "H", "O", "H", "H", "O", "H", "H", "O", "H", "H", "O", "H", "H", "O", "H", "H", "O", "H", "H"],
  "coordinates": [[1.49, -2.75, -0.59], [-0.39, -2.57, 0.24], [0.94, -2.90, -1.81], [-0.51, -1.22, 0.18], [-1.54, 1.26, 0.56], [-2.18, 1.17, 1.28], [-1.19, 2.13, 0.70], [-0.83, 2.53, -2.26], [-0.07, 2.17, -2.72], [-1.33, 1.74, -2.02], [2.17, 0.80, -1.78], [1.54, 0.32, -2.29], [1.92, 0.48, -0.88], [1.90, 3.17, 0.31], [2.82, 3.19, 0.05], [1.77, 3.84, 0.98], [-4.06, -1.81, 0.26], [-4.31, -1.91, 1.19], [-3.13, -1.95, 0.19], [1.73, -2.34, 3.12], [1.78, -2.07, 2.20], [1.50, -3.27, 3.08]],
  "nbo_charge": [-0.1269, -0.1711, 0.1421, 0.1537, -0.9525, 0.4710, 0.4832, -0.9361, 0.4660, 0.4699, -0.9294, 0.4550, 0.4739, -0.9438, 0.4760, 0.4683, -0.9359, 0.4709, 0.4654, -0.9315, 0.4633, 0.4685]
}

=====

no.,M (g mol⁻¹),total energy (Eh)
1,415.5,-1678.63425
2,767.5,-2268.92936
3,791.9,-2620.80827
4,774.5,-5194.92791
5,69.1,-226.44472
6,155.6,-1181.47429
7,216.2,-917.07508
8,174.2,-1256.17243